No. 1
117
Properties=species:S:1:pos:R:3:mulliken_charge:R:1 method="wB97M-V/def2-TZVPD" charge=0 homo_lumo_gap_ev=7.861 homo_energy_ev=-7.89 lumo_ev=-0.03
C 4.026 4.833 2.679 -0.829
C 3.181 5.967 2.159 0.413
O 3.202 6.253 1.009 -0.531
N 2.351 6.713 3.076 -0.034
C 3.259 7.398 4.018 -0.995
C 1.415 5.820 3.783 -0.901
C 0.655 4.902 2.843 0.424
C -0.575 4.255 3.500 -1.088
C -0.346 3.666 4.909 -0.815
C -0.845 2.253 5.113 0.441
C -1.746 1.944 6.143 0.200
P -2.451 3.163 7.279 0.152
S -1.520 3.374 8.970 -0.424
C -2.188 0.638 6.367 -0.816
C -1.735 -0.378 5.550 -1.186
C -0.853 -0.081 4.515 1.505
C -0.389 1.208 4.280 -0.904
N 0.497 1.541 3.237 0.608
C 1.337 0.533 2.683 -0.616
C 2.480 0.962 2.015 -0.891
C 3.348 0.077 1.395 -0.966
C 3.101 -1.293 1.424 0.764
C 4.036 -2.232 0.698 -1.833
C 3.375 -2.913 -0.509 -0.937
C 2.471 -2.008 -1.337 0.103
S 3.450 -0.639 -2.035 -0.264
C 2.281 0.603 -2.356 0.008
S 2.669 1.856 -3.313 -0.194
N 1.024 0.447 -1.702 0.386
C -0.065 0.136 -2.640 -0.903
C -1.319 -0.138 -1.818 -0.378
O -1.683 0.949 -0.985 -0.460
C -0.581 1.229 -0.130 -0.412
C 0.585 1.669 -0.999 -1.214
C 1.965 -1.751 2.112 0.391
B 1.654 -3.300 2.199 1.045
O 0.451 -3.845 1.830 -0.580
O 2.623 -4.161 2.673 -0.654
C 1.085 -0.833 2.715 0.596
S -0.375 -1.459 3.501 -0.491
H 3.420 4.019 3.067 0.098
H 4.643 4.433 1.884 0.375
H 4.676 5.137 3.495 0.387
H 3.045 8.462 4.058 0.302
H 3.151 7.021 5.037 0.339
H 4.303 7.278 3.743 0.387
H 0.739 6.422 4.387 0.383
H 1.995 5.216 4.495 0.576
H 0.303 5.504 2.005 0.436
H 1.283 4.123 2.417 -0.422
H -0.994 3.522 2.820 0.191
H -1.319 5.047 3.572 0.561
H -0.814 4.336 5.614 0.621
H 0.708 3.671 5.193 0.222
H -2.617 4.353 6.555 0.115
H -3.773 2.715 7.445 0.091
H -2.891 0.432 7.161 0.354
H -2.063 -1.395 5.691 0.455
H 1.102 2.295 3.529 0.087
H 2.698 2.021 1.966 0.274
H 4.204 0.462 0.864 0.388
H 4.863 -1.633 0.323 0.540
H 4.426 -2.980 1.376 0.377
H 4.136 -3.358 -1.148 0.571
H 2.755 -3.748 -0.174 0.374
H 2.080 -2.573 -2.179 0.563
H 1.654 -1.590 -0.762 -0.163
H -0.264 0.976 -3.311 0.432
H 0.162 -0.755 -3.223 0.409
H -1.170 -1.011 -1.173 0.196
H -2.144 -0.363 -2.489 0.358
H -0.837 1.961 0.628 0.079
H -0.310 0.288 0.359 0.486
H 0.168 2.370 -1.723 0.414
H 1.389 2.135 -0.441 0.713
H 0.148 -4.432 2.532 0.301
H 3.142 -3.738 3.364 0.358
C -5.390 2.696 -2.076 -1.281
C -5.308 1.176 -2.176 -0.202
C -4.943 0.679 -3.574 -0.460
C -5.945 1.027 -4.675 -0.884
C -7.368 0.526 -4.432 -0.397
C -7.470 -0.995 -4.347 -1.180
H -6.172 3.102 -2.720 0.337
H -5.617 3.002 -1.054 0.389
H -4.441 3.154 -2.360 0.283
H -6.254 0.733 -1.853 0.306
H -4.548 0.821 -1.475 0.195
H -4.807 -0.407 -3.537 0.332
H -3.967 1.093 -3.850 0.302
H -5.580 0.614 -5.620 0.383
H -5.972 2.111 -4.814 0.341
H -8.001 0.876 -5.251 0.379
H -7.775 0.971 -3.520 0.243
H -7.101 -1.460 -5.263 0.291
H -8.507 -1.304 -4.210 0.380
H -6.896 -1.392 -3.509 0.273
C -0.027 -7.837 -4.958 -1.200
C 1.117 -7.180 -5.727 -0.320
C 2.494 -7.472 -5.134 -0.794
C 2.704 -6.958 -3.709 -0.903
C 2.494 -5.455 -3.530 0.339
C 3.463 -4.603 -4.345 -1.158
H -0.090 -7.467 -3.934 0.283
H -0.983 -7.629 -5.440 0.377
H 0.101 -8.921 -4.922 0.298
H 0.949 -6.101 -5.782 0.236
H 1.102 -7.543 -6.757 0.379
H 3.259 -7.048 -5.791 0.302
H 2.661 -8.553 -5.139 0.398
H 3.721 -7.213 -3.394 0.415
H 2.037 -7.491 -3.026 0.325
H 2.618 -5.215 -2.470 -0.149
H 1.465 -5.185 -3.785 0.259
H 4.498 -4.830 -4.080 0.257
H 3.292 -3.542 -4.152 0.253
H 3.343 -4.764 -5.417 0.427

***

No. 2
13
Properties=species:S:1:pos:R:3:mulliken_charge:R:1 method="wB97M-V/def2-TZVPD" charge=0 homo_lumo_gap_ev="8.307 / 8.309" homo_energy_ev="-8.62 / -8.63" de_lowest_ev=4.201 lumo_ev="-0.32 / -0.32"
C 0.866 0.795 -0.612 -0.462
C 0.658 -0.714 -0.359 -0.686
C -1.236 -1.123 1.378 -0.652
C -0.758 -0.363 0.220 0.309
C -0.312 1.112 0.333 -0.668
H 0.637 1.058 -1.650 0.227
H 1.845 1.208 -0.355 0.300
H 0.695 -1.397 -1.212 0.303
H 1.323 -1.091 0.425 0.292
H -1.201 -2.184 1.034 0.205
H -1.515 -0.509 -0.575 0.274
H -1.019 1.884 0.017 0.301
H 0.016 1.324 1.356 0.257

***

No. 3
10
Properties=species:S:1:pos:R:3:mulliken_charge:R:1 method="wB97M-V/def2-TZVPD" charge=+1 homo_lumo_gap_ev=8.890 homo_energy_ev=-15.15 de_lowest_ev=2.283 lumo_ev=-6.26
C -1.040 -0.869 0.053 0.166
C 1.821 1.204 0.028 -0.247
N 0.334 -1.244 0.005 -0.215
N -1.247 0.341 -0.056 -0.491
S 1.778 -0.406 0.008 0.284
H -1.545 -1.842 0.181 0.315
H 1.112 1.875 0.251 0.328
H 2.714 1.726 -0.199 0.323
H 0.388 -2.192 -0.315 0.285
H -2.196 0.623 0.018 0.252

***

No. 4
8
Properties=species:S:1:pos:R:3:mulliken_charge:R:1 method="wB97M-V/def2-TZVPD" charge=0 smiles=OCSSCl homo_lumo_gap_ev=9.268 homo_energy_ev=-9.08 de_lowest_ev=0.357 lumo_ev=0.19
C -0.707 -0.165 0.008 -0.301
O -1.891 0.549 -0.026 -0.439
S 0.597 0.816 0.963 -0.031
S 2.141 0.528 -0.291 0.016
Cl 3.062 -0.974 0.682 -0.133
H -2.007 0.748 -0.895 0.310
H -0.763 -1.135 0.610 0.245
H -0.433 -0.366 -1.050 0.332

***

No. 5
21
Properties=species:S:1:pos:R:3:mulliken_charge:R:1 method="wB97M-V/def2-TZVPD" charge=0 homo_lumo_gap_ev=9.319 homo_energy_ev=-8.50 de_lowest_ev=2.535 lumo_ev=0.82
C -1.736 -0.167 -0.627 -0.241
C -1.873 1.207 0.015 -1.152
N -1.701 -1.207 0.464 -0.362
N -0.485 -1.648 1.042 -0.661
H -2.126 -2.055 0.089 0.271
H 0.273 -1.663 0.352 0.393
H -0.298 -1.029 1.828 0.255
H -0.893 -0.218 -1.331 0.293
H -2.642 -0.384 -1.197 0.366
H -1.098 1.404 0.753 0.216
H -2.810 1.255 0.567 0.379
H -1.857 1.992 -0.736 0.312
N 1.976 -1.112 -0.830 -0.486
N 2.136 1.087 0.907 -0.505
C 1.456 1.072 -0.301 -0.028
N 1.522 0.161 -1.199 -0.382
H 1.999 -1.691 -1.664 0.204
H 2.878 -1.104 -0.360 0.194
H 2.190 0.195 1.376 0.235
H 1.952 1.865 1.518 0.254
H 1.137 2.040 -0.665 0.447

***

No. 6
65
Properties=species:S:1:pos:R:3:mulliken_charge:R:1 method="wB97M-V/def2-TZVPD" charge=+1 homo_lumo_gap_ev=9.361 homo_energy_ev=-12.02 lumo_ev=-2.66
Tl 1.341 0.570 0.063 1.367
O 2.890 -3.125 1.401 -0.679
C 2.523 -1.978 1.263 0.384
O 2.391 -1.349 0.141 -0.559
C 2.147 -1.190 2.521 0.184
C 2.385 -1.733 3.774 -0.496
C 2.020 -1.010 4.895 -0.527
C 1.423 0.235 4.735 -0.809
C 1.214 0.707 3.454 -0.495
N 1.568 0.005 2.373 0.198
H 2.848 -2.708 3.828 0.597
H 2.198 -1.407 5.886 0.452
H 1.125 0.833 5.585 0.456
H 0.754 1.673 3.280 0.550
C -2.564 0.845 1.958 -0.960
Si -2.307 -0.839 1.201 0.117
C -3.896 -1.571 0.570 -0.981
C -1.435 -2.007 2.356 -0.501
As -0.912 -0.489 -0.702 0.097
Si -1.817 1.186 -2.138 0.174
C -0.843 1.102 -3.723 -0.957
C -3.619 0.805 -2.403 -1.033
C -1.549 2.813 -1.272 -0.835
Si -0.337 -2.479 -1.923 0.284
C -1.818 -2.767 -3.020 -0.994
C -0.079 -3.853 -0.708 -0.823
C 1.202 -2.081 -2.880 -0.941
H -3.100 0.740 2.905 0.411
H -3.163 1.488 1.312 0.325
H -1.621 1.354 2.165 0.221
H -4.557 -1.773 1.418 0.399
H -3.726 -2.519 0.054 0.277
H -4.420 -0.899 -0.110 0.269
H -1.996 -2.056 3.293 0.440
H -0.420 -1.692 2.591 -0.099
H -1.391 -3.017 1.946 0.306
H -1.059 0.194 -4.288 0.296
H 0.235 1.151 -3.553 0.222
H -1.117 1.955 -4.350 0.438
H -3.781 -0.233 -2.698 0.347
H -4.003 1.444 -3.203 0.409
H -4.212 1.007 -1.510 0.287
H -1.958 2.818 -0.260 0.216
H -2.041 3.613 -1.832 0.414
H -0.487 3.063 -1.209 0.194
H -2.728 -2.931 -2.440 0.261
H -1.646 -3.660 -3.626 0.409
H -1.992 -1.934 -3.704 0.238
H -0.952 -4.035 -0.080 0.245
H 0.795 -3.687 -0.076 0.168
H 0.104 -4.767 -1.283 0.407
H 1.064 -1.261 -3.586 0.281
H 1.490 -2.967 -3.453 0.416
H 2.027 -1.854 -2.202 0.247
C 4.087 4.617 -0.332 -0.511
C 3.289 4.228 -1.398 -0.774
C 2.501 3.089 -1.298 -0.206
C 2.521 2.338 -0.127 0.252
C 3.325 2.723 0.940 -0.231
C 4.106 3.867 0.834 -0.738
H 4.700 5.505 -0.414 0.391
H 3.281 4.807 -2.312 0.421
H 1.887 2.796 -2.141 0.284
H 3.367 2.135 1.849 0.383
H 4.735 4.165 1.662 0.416

***

Energy in eV, matching the order above: -107466.77783; -5309.96622; -15960.65488; -37325.33503; -10770.22684; -117109.65478